No. 1
# C17H40NO14P3S

A 5-piece molecular cluster, C17H40NO14P3S overall at a distorted geometry (ωB97M-V/def2-TZVPD, the OMol25 dataset).

Molar mass   607.49 u
SMILES   COP(=O)(OC)OC.COP(=O)(OC)OC.COP(=O)(OC)OC.O=S1(=O)CCCC1.c1cc[nH]c1
E_LUMO   0.0151 hartree
2S+1   1
Strongest force on any atom   1.89 eV/A
Orbital gap   8.8 eV
Electronic energy   -3202.35083 Eh
HOMO   -8.4 eV

Geometry (Å):
C 1.946 -5.409 2.563
C 0.787 -5.452 1.558
C -0.454 -5.091 2.358
S -0.302 -5.659 4.028
O -1.068 -6.858 4.227
O -0.402 -4.567 4.949
C 1.460 -6.086 3.840
H 2.158 -4.363 2.804
H 2.837 -5.879 2.154
H 0.699 -6.444 1.104
H 0.876 -4.755 0.726
H -1.397 -5.312 1.866
H -0.393 -3.998 2.410
H 1.477 -7.168 3.686
H 1.952 -5.889 4.788
C 0.240 4.129 -6.041
O 0.023 3.009 -6.914
P -1.049 1.946 -6.430
O -2.241 2.530 -5.818
O -1.315 1.104 -7.743
C -2.288 0.057 -7.606
O -0.243 0.926 -5.505
C 1.112 0.593 -5.861
H -0.693 4.476 -5.605
H 0.736 4.890 -6.637
H 0.940 3.861 -5.244
H -2.466 -0.342 -8.602
H -3.226 0.450 -7.218
H -1.909 -0.746 -6.973
H 1.358 0.839 -6.892
H 1.148 -0.490 -5.766
H 1.822 1.072 -5.191
C 1.561 1.628 4.203
O 0.134 1.829 4.077
P -0.647 2.789 5.036
O -2.083 2.838 4.792
O -0.213 2.303 6.464
C -0.629 3.047 7.625
O 0.081 4.207 4.951
C -0.092 4.933 3.738
H 1.939 2.173 5.066
H 2.045 2.044 3.320
H 1.746 0.563 4.280
H -1.440 3.712 7.343
H 0.229 3.568 8.048
H -0.922 2.321 8.380
H -0.834 5.723 3.893
H -0.385 4.311 2.895
H 0.794 5.523 3.498
C 0.945 -1.147 1.757
O 1.706 -1.071 0.562
P 2.053 0.364 -0.049
O 3.038 1.094 0.737
O 0.632 1.046 -0.207
C 0.258 2.140 0.624
O 2.451 -0.044 -1.509
C 1.415 -0.396 -2.421
H 0.045 -1.699 1.470
H 0.698 -0.212 2.259
H 1.401 -1.786 2.519
H -0.659 1.918 1.165
H 0.040 2.985 -0.041
H 1.054 2.532 1.254
H 1.833 -0.900 -3.293
H 0.883 0.442 -2.883
H 0.663 -1.030 -1.952
N -2.097 0.539 -1.314
C -2.027 0.667 -2.682
C -2.073 -0.595 -3.213
C -2.351 -1.492 -2.141
C -2.272 -0.771 -0.978
H -2.152 1.328 -0.697
H -1.725 1.633 -3.054
H -2.020 -0.821 -4.264
H -2.622 -2.523 -2.296
H -2.520 -1.090 0.021

Atomic forces in eV per Å
C -0.0880 0.7070 0.2256
C -0.1396 -0.8598 0.1033
C -0.2521 1.5939 -0.9888
S 1.1730 -0.7805 -0.3185
O -0.1997 -0.0293 0.0407
O -0.2646 0.4269 0.1909
C -0.4669 -1.0137 -0.1934
H 0.2180 -0.0202 -0.1945
H 0.1049 0.0457 0.1398
H 0.0194 -0.0610 0.1871
H 0.2789 0.0941 0.0928
H -0.0797 -0.4015 0.3179
H -0.3340 -0.0386 0.4012
H -0.1282 0.0064 0.1063
H 0.1746 0.3729 -0.1400
C 0.5562 0.0386 0.0652
O -0.1249 -0.2264 -0.1448
P -0.1716 0.0960 -0.1133
O 0.1478 -0.3259 0.4009
O 0.2241 0.2372 -0.1151
C -0.1720 -0.1594 -0.3169
O 0.0855 0.6873 0.1490
C -0.3190 -0.7216 -0.1861
H -0.0565 0.0885 -0.1283
H -0.2477 0.1055 -0.0683
H -0.1384 -0.1562 0.0184
H 0.0895 0.0517 -0.0334
H 0.0547 0.0238 0.1304
H 0.0080 0.0732 0.0980
H -0.1361 0.1686 -0.0047
H 0.3525 -0.0039 0.1207
H -0.0875 0.0548 0.1108
C -0.1400 0.6046 -0.0639
O 0.2886 -0.3916 -0.3312
P -0.3712 0.2518 0.4900
O -0.1340 0.0021 -0.3584
O 0.4227 -0.0770 0.2993
C 0.2620 -0.3976 0.0705
O 0.3722 -0.1851 -0.2299
C -0.2845 1.3679 -0.0302
H 0.0453 -0.2316 0.1395
H -0.0154 -0.2062 -0.1136
H 0.0513 -0.0231 0.0887
H -0.0585 0.1053 0.3330
H -0.0369 0.2916 -0.3171
H -0.3597 0.0024 -0.1528
H -0.3569 -0.4267 -0.0178
H 0.0312 -0.1081 0.0266
H 0.3858 -0.6111 0.1088
C -0.7824 -1.1652 0.2582
O 0.3158 0.2707 0.0580
P -0.0063 -1.0156 0.5730
O 0.1388 0.4584 -0.0863
O 0.1705 0.2529 0.3421
C -0.3721 1.2710 -0.7923
O 0.1159 0.5054 -0.2641
C -0.7977 -0.3629 -1.0585
H -0.2946 0.4494 0.2099
H 0.0080 0.2330 -0.4193
H 0.5834 0.1517 -0.2722
H 0.1993 -0.2724 0.2830
H -0.1487 -0.1454 -0.0501
H 0.0994 -0.6002 0.2587
H 0.4194 -0.3048 0.4352
H 0.1972 0.3758 0.6594
H 0.0825 -0.0706 0.0173
N -0.2511 0.0269 -0.3434
C 1.0770 0.0665 0.7886
C -0.7655 0.2959 -0.1037
C 0.5457 0.0451 -0.6341
C -0.9007 -0.2401 0.1043
H 0.1150 -0.1476 0.1496
H -0.3159 -0.0948 -0.4813
H 0.0055 -0.0646 0.0075
H 0.2283 -0.1196 0.3763
H 0.1507 0.1591 0.0900

***

No. 2
# C17H40NO2P2V

C17H40NO2P2V as an isolated structure at a distorted geometry (ωB97M-V/def2-TZVPD, the OMol25 dataset).

Molar mass   403.40 u
E_LUMO (alpha / beta)   -0.1006 / -0.1100 hartree
Expectation value of S²   3.77
2S+1   4
Net charge   +1
Strongest force on any atom   6.08 eV/A
Orbital gap (alpha / beta)   7.9 / 8.4 eV
Electronic energy   -2503.43055 Eh
HOMO (alpha / beta)   -10.6 / -11.4 eV

Geometry (Å):
V 0.021 0.039 0.100
P 0.083 -2.289 -0.436
P 0.081 2.316 -0.164
N 1.812 0.019 -1.071
C 1.737 -2.385 -1.218
H 2.255 -3.283 -0.900
H 1.590 -2.456 -2.303
C 2.591 -1.188 -0.913
H 3.075 -1.224 0.073
H 3.429 -1.142 -1.577
C 2.547 1.261 -0.812
H 3.397 1.320 -1.471
H 3.080 1.204 0.165
C 1.722 2.510 -0.929
H 1.569 2.730 -1.989
H 2.253 3.362 -0.494
C 0.286 3.124 1.506
C -0.898 2.847 2.440
H -0.623 3.125 3.466
H -1.213 1.795 2.465
H -1.783 3.435 2.171
C -1.085 3.298 -1.170
C -2.451 3.466 -0.488
H -3.187 3.816 -1.228
H -2.419 4.217 0.313
H -2.837 2.527 -0.067
C -1.076 -3.139 -1.570
C -2.438 -3.386 -0.906
H -3.173 -3.642 -1.683
H -2.820 -2.504 -0.373
H -2.402 -4.231 -0.203
C 0.284 -3.289 1.114
C -0.897 -3.139 2.078
H -0.618 -3.579 3.044
H -1.792 -3.666 1.729
H -1.188 -2.098 2.267
C -1.762 -0.063 0.596
C -0.552 4.650 -1.671
H -0.435 5.369 -0.848
H 0.409 4.546 -2.187
H -1.274 5.072 -2.389
C -0.530 -4.419 -2.217
H -1.248 -4.758 -2.980
H 0.431 -4.252 -2.717
H -0.412 -5.229 -1.484
C 0.614 -4.768 0.900
H 0.943 -5.178 1.868
H -0.263 -5.352 0.578
H 1.435 -4.919 0.189
C 0.602 4.622 1.462
H -0.285 5.227 1.216
H 0.946 4.929 2.463
H 1.408 4.856 0.756
H 1.165 2.611 1.939
H 1.159 -2.815 1.598
H -1.234 2.648 -2.051
H -1.226 -2.395 -2.374
O -2.849 -0.089 1.044
H 0.913 -0.201 -1.603
H -0.706 0.514 -1.164
O 1.083 -0.175 2.346
H 2.062 -0.050 2.519
H 0.694 -0.151 3.247

Atomic forces in eV per Å
V 1.6022 -1.0134 1.7732
P 0.0227 -0.7012 0.6934
P 0.0663 1.3048 1.5531
N -0.4918 -0.5384 1.1517
C 0.0116 -0.6267 -0.4372
H 0.0707 -0.2832 -0.1067
H 0.0450 0.0082 0.1555
C 0.3352 0.3403 0.2952
H -0.4476 -0.0677 0.2053
H 0.6906 -0.1916 -0.7482
C 0.6100 -0.3202 -0.0786
H 0.3462 0.1184 -0.7365
H -0.8370 -0.2524 -0.0755
C -0.0577 0.5702 -0.5612
H 0.0072 0.0334 0.0306
H -0.0126 -0.1056 -0.1456
C 0.0396 0.3199 -0.2022
C -0.1557 -0.0450 0.2813
H -0.0716 0.0033 -0.1981
H 0.1941 0.2080 -0.1053
H 0.2445 -0.1047 0.0609
C -0.2568 0.1471 -0.4631
C -0.2617 -0.0190 -0.0215
H 0.2584 -0.0909 0.2048
H 0.0541 -0.1966 -0.2366
H 0.1379 0.2235 -0.0905
C -0.0968 -0.0316 -0.4011
C -0.2601 -0.0040 -0.0616
H 0.2001 0.0497 0.2174
H 0.1302 -0.2446 -0.1264
H 0.0420 0.2465 -0.2268
C 0.0592 -0.0731 -0.0747
C -0.1445 0.0154 0.3119
H -0.0905 0.0535 -0.1654
H 0.2533 0.1040 0.0640
H 0.1650 -0.1898 -0.1274
C -5.3676 0.0712 2.8624
C -0.0981 0.0943 -0.0006
H -0.0394 -0.2170 -0.3600
H -0.1907 0.1130 0.0891
H 0.2582 -0.1226 0.2385
C -0.1366 -0.1462 -0.0722
H 0.2383 0.0541 0.2069
H -0.2061 -0.1118 0.0969
H -0.0337 0.2780 -0.3227
C 0.1194 -0.2191 0.3665
H -0.1025 -0.0166 -0.3201
H 0.3225 0.2635 0.1086
H -0.2483 -0.0470 0.1130
C 0.1132 0.1467 0.4785
H 0.3315 -0.2628 0.0860
H -0.1292 0.0552 -0.3360
H -0.2290 0.0496 0.1289
H -0.2096 0.0431 -0.2958
H -0.2194 -0.0558 -0.2318
H 0.0502 0.1391 0.2235
H 0.0527 -0.1637 0.2687
O 2.8691 -0.0252 -1.7309
H 1.4831 1.5385 -0.6667
H -0.9468 -0.1262 -2.0118
O 1.4779 0.2550 0.7558
H -1.6475 -0.2184 -0.4061
H 0.0866 -0.0153 -0.8771

***

No. 3
# C17H40NO6P2S

A 3-piece molecular cluster, C17H40NO6P2S overall at a distorted geometry (ωB97M-V/def2-TZVPD, the OMol25 dataset).

Molar mass   448.52 u
E_LUMO (alpha / beta)   0.0153 / 0.0099 hartree
Expectation value of S²   0.75
2S+1   2
Strongest force on any atom   1.77 eV/A
Orbital gap (alpha / beta)   9.0 / 9.3 eV
Electronic energy   -2258.65327 Eh
HOMO (alpha / beta)   -8.6 / -9.0 eV

Geometry (Å):
C 0.189 2.056 -1.393
C 0.973 2.456 -0.122
C -0.008 2.404 1.041
C 2.070 1.394 0.126
C 3.532 1.849 -0.048
P 4.222 1.472 -1.707
O 3.892 2.446 -2.760
P 4.500 0.805 1.118
S 4.378 -1.109 0.720
C 3.852 3.333 0.325
C 2.626 4.246 0.503
C 3.036 5.663 0.058
C 2.232 4.312 1.993
N 1.503 3.823 -0.358
O 1.740 4.082 -1.599
H -0.382 2.892 -1.763
H -0.524 1.297 -1.099
H 0.833 1.655 -2.162
H -0.516 1.451 1.041
H -0.698 3.238 1.034
H 0.542 2.448 1.976
H 1.942 0.985 1.125
H 1.887 0.567 -0.542
H 3.867 0.148 -1.998
H 5.615 1.460 -1.461
H 3.933 1.096 2.374
H 5.827 1.267 1.092
H 4.397 3.358 1.264
H 4.525 3.729 -0.423
H 3.661 5.624 -0.819
H 2.162 6.260 -0.157
H 3.613 6.132 0.846
H 2.656 5.181 2.466
H 2.576 3.437 2.536
H 1.161 4.398 2.103
C -3.193 -1.820 4.307
O -2.846 -2.937 3.509
C -2.945 -2.688 2.115
C -1.597 -2.412 1.489
O -1.025 -1.205 1.975
C -0.039 -1.410 2.973
H -2.862 -2.026 5.324
H -2.707 -0.906 3.956
H -4.278 -1.674 4.314
H -3.629 -1.856 1.921
H -3.368 -3.586 1.655
H -1.731 -2.297 0.409
H -0.918 -3.254 1.655
H 0.894 -1.766 2.523
H -0.372 -2.125 3.729
H 0.146 -0.450 3.455
C -3.296 -4.025 -5.124
O -4.113 -4.751 -4.222
C -3.383 -5.391 -3.188
C -3.444 -4.615 -1.891
O -2.795 -3.356 -1.994
C -3.694 -2.277 -2.188
H -3.948 -3.389 -5.721
H -2.573 -3.396 -4.599
H -2.762 -4.708 -5.794
H -2.342 -5.543 -3.488
H -3.836 -6.375 -3.031
H -2.923 -5.187 -1.116
H -4.484 -4.487 -1.573
H -4.205 -2.030 -1.250
H -4.437 -2.503 -2.955
H -3.110 -1.415 -2.506

Atomic forces in eV per Å
C 0.0009 0.0138 0.6428
C -0.9995 -0.4487 -0.8742
C 0.6916 0.3384 0.5772
C 0.1872 0.3873 -0.0349
C 0.6149 0.0667 0.7310
P 0.1092 0.5454 -0.3880
O -0.2193 0.1684 -0.2744
P -0.5294 -1.5649 -0.6272
S 0.1577 0.3629 0.1246
C -0.3023 -0.6739 -0.2329
C 0.3557 1.1778 0.4097
C 0.0489 -0.3807 0.1521
C -0.3372 -0.3124 -0.3736
N 1.1865 -0.7233 -0.3626
O -0.3883 0.2546 0.2919
H -0.0460 0.2724 -0.2530
H -0.0777 -0.3874 -0.0148
H 0.1469 0.1764 -0.3280
H -0.3432 -0.2415 -0.0806
H -0.3312 0.0392 -0.1913
H -0.1034 0.0035 0.2263
H -0.0574 -0.0344 0.2343
H -0.0557 -0.3694 -0.1228
H 0.0197 -0.0889 0.2585
H -0.0375 -0.3505 0.2406
H 0.3052 0.4960 0.0125
H -0.1466 0.4185 0.2471
H 0.2102 0.0798 0.2386
H 0.0490 0.2246 -0.2830
H -0.0146 0.0422 -0.4351
H -0.2325 0.2170 0.0051
H 0.0879 0.1119 0.1717
H 0.3462 0.2412 0.1028
H -0.1257 -0.2124 0.1700
H -0.2303 0.0657 0.0872
C -0.0259 -0.0648 0.0007
O 0.0573 0.1231 -0.0110
C 0.0007 -0.2361 0.1038
C -0.0349 0.2206 -0.2327
O 0.0080 0.0012 0.1247
C 0.0444 0.0344 -0.0926
H -0.0166 -0.0451 -0.0028
H -0.0048 0.0079 -0.0118
H 0.0078 0.0613 -0.0057
H 0.0125 0.0393 -0.0043
H -0.0022 0.0257 -0.0339
H 0.0073 -0.0665 -0.0017
H 0.0000 -0.0189 0.0479
H 0.0068 -0.0333 0.0448
H -0.0090 -0.0100 0.0029
H -0.0056 0.0226 -0.0339
C -0.0419 -0.0500 -0.0182
O 0.0809 0.1044 0.0435
C -0.2192 -0.0727 -0.0844
C 0.2394 0.0115 0.1134
O -0.1132 0.0262 -0.0627
C 0.0656 0.0122 0.0562
H -0.0336 -0.0365 -0.0043
H 0.0125 -0.0067 0.0066
H 0.0500 0.0319 0.0074
H 0.0317 0.0279 0.0141
H 0.0294 -0.0016 0.0200
H -0.0260 -0.0149 -0.0036
H -0.0327 0.0051 -0.0341
H -0.0522 0.0061 -0.0320
H -0.0109 -0.0131 0.0009
H 0.0344 -0.0067 0.0348

***

No. 4
# C17H42NO5Y

C17H42NO5Y as an isolated structure at a distorted geometry (ωB97M-V/def2-TZVPD, the OMol25 dataset).

Molar mass   429.43 u
E_LUMO   -0.3927 hartree
2S+1   1
Net charge   +2
Strongest force on any atom   3.22 eV/A
Orbital gap   1.3 eV
Electronic energy   -1141.12673 Eh
HOMO   -12.0 eV

Geometry (Å):
Y 6.474 0.950 -5.963
C 0.389 1.967 -2.089
C 1.626 1.151 -1.912
O 2.479 0.754 -2.929
H 0.489 2.744 -2.847
H 0.145 2.543 -1.197
H -0.506 1.392 -2.327
H 1.295 0.357 -1.243
H 2.182 1.828 -1.263
O 6.398 4.274 -3.390
H 7.051 4.871 -3.024
H 5.577 4.531 -2.971
C -1.532 -9.477 -0.214
C -1.166 -8.427 0.960
C -0.566 -7.187 0.252
C -1.650 -6.383 -0.434
C -2.734 -5.940 0.617
C -3.454 -7.132 1.400
N -2.364 -8.109 1.776
O -2.806 -9.084 2.582
C -4.122 -6.550 2.680
C -4.653 -7.687 0.519
C 0.041 -8.832 1.839
H -1.532 -9.050 -1.217
H -2.540 -9.840 -0.016
H -0.754 -10.231 -0.334
H 0.298 -6.654 0.649
H -0.144 -7.550 -0.685
H -2.218 -6.904 -1.206
H -1.009 -5.596 -0.832
H -3.515 -5.397 0.086
H -2.290 -5.342 1.414
H -3.489 -6.055 3.417
H -4.873 -5.857 2.299
H -4.640 -7.357 3.199
H -4.243 -8.005 -0.440
H -5.108 -8.554 0.996
H -5.397 -6.957 0.201
H 0.848 -9.126 1.168
H -0.035 -9.610 2.599
H 0.456 -8.001 2.410
H -2.245 -9.047 3.359
C -0.412 6.796 4.635
C 0.045 7.376 3.360
C -0.284 8.861 3.186
O 1.434 7.207 3.307
H -1.497 6.893 4.625
H 0.022 7.365 5.457
H -0.180 5.743 4.791
H -0.289 6.890 2.444
H 0.562 9.412 2.776
H -0.378 9.423 4.115
H -1.263 9.087 2.763
H 1.852 8.027 3.582
C 3.928 9.531 -4.476
C 3.050 9.205 -3.161
C 1.571 8.982 -3.491
O 3.454 8.032 -2.531
H 4.965 9.358 -4.189
H 3.851 10.590 -4.722
H 3.737 8.960 -5.384
H 3.062 10.067 -2.495
H 1.114 9.693 -4.179
H 0.901 8.895 -2.635
H 1.484 8.036 -4.024
H 3.109 8.151 -1.642

Atomic forces in eV per Å
Y 0.0131 0.2280 0.1391
C -0.6591 1.7911 -1.2605
C -0.0658 -1.5940 -2.0539
O -1.9991 1.1825 2.2276
H 0.0441 -0.1206 -0.2966
H 0.1755 -0.3311 0.3308
H 0.1146 -0.4034 -0.1189
H 0.9980 -0.8651 0.4627
H 1.3924 0.3380 0.7259
O -0.0068 -0.5155 -0.3169
H 0.2415 0.1915 0.0672
H -0.2548 0.1656 0.0912
C -0.1958 0.4511 0.6346
C 1.6414 0.4791 -0.1345
C -1.2572 -1.2260 -2.4233
C -0.7850 1.1229 2.2752
C 0.3443 -0.7725 -0.1900
C 0.8037 1.1557 -0.5903
N -0.8982 1.4206 -1.7759
O -0.3042 -0.2137 0.0451
C -0.1362 -0.7499 -0.2782
C 1.4103 -0.9300 -0.3956
C 0.2125 -0.6978 0.5959
H -0.2722 0.6858 0.2641
H 0.3384 -0.6180 -0.0717
H -0.2495 -0.3429 0.7614
H -0.7341 0.2351 0.9397
H 0.7611 -0.8413 0.2907
H 0.5991 -0.1849 -0.2455
H -1.0875 0.7207 -0.4497
H -0.0457 0.2119 0.3481
H 0.0635 0.3446 -0.2490
H 0.3425 0.0367 -0.3736
H 0.0432 0.0974 0.2413
H -0.1250 0.0590 -0.0193
H 0.1635 -0.3431 -0.0231
H -0.1227 0.1562 0.0261
H 0.1307 0.3527 0.8250
H -0.1136 -0.1467 -0.0714
H -0.5457 -0.4434 -0.3456
H -0.3761 0.3958 -0.1681
H 0.3843 -0.4246 0.5651
C -1.4486 -0.3081 0.5594
C 0.5567 0.9487 -1.1206
C -0.3092 0.8016 1.1828
O 1.7259 -0.0678 -0.3185
H -0.2114 -0.0236 0.5806
H -0.1598 0.0264 0.0651
H 0.1880 0.0475 -0.3109
H -0.5517 -0.4537 0.2507
H -0.3068 -0.2065 -1.0455
H 0.0399 -0.5097 0.7952
H 0.3090 -0.2004 -0.7600
H 0.1683 -0.0572 0.1032
C -0.2752 -0.1603 1.9331
C -1.2355 1.0422 -2.7633
C -0.4661 -0.1787 -1.1052
O 1.0768 -0.4090 0.7710
H 0.0952 -0.0092 -0.0571
H -0.2001 -0.0297 0.0563
H -0.4264 -0.2567 0.3110
H 0.6774 0.0997 0.1036
H 0.2146 0.4350 0.1396
H 0.2814 0.1566 0.3216
H 0.1253 -0.2111 0.0017
H 0.1490 -0.5331 0.3014